# 1
Computed, not measured: a cluster of 3 separate species, C37H58FIN2O8S in total, with ωB97M-V with the def2-TZVPD basis set.

```
108
Properties=species:S:1:pos:R:3:forces:R:3:mulliken_charge:R:1
C 4.14225 -0.43286 -0.38958 0.05 -0.05 -0.24 -0.371
O 3.69484 0.14266 -1.59657 0.06 0.17 0.16 -0.436
C 2.42952 0.75872 -1.50241 -0.04 0.26 -0.28 0.146
C 2.24917 1.69429 -2.70001 -0.26 -0.04 0.13 -1.008
C 0.87906 1.57956 -3.36371 0.21 0.39 0.55 -0.969
C -0.26158 2.05775 -2.43116 -0.01 -0.18 -0.46 2.070
C -1.26449 0.96632 -2.02501 0.58 -0.01 0.24 -0.864
C -1.39487 0.65204 -0.55441 -0.30 -0.18 0.23 0.290
C -0.79481 1.35368 0.47332 -0.12 0.09 0.17 -0.265
C -0.95767 0.97242 1.80343 -0.15 -0.45 -0.39 -0.452
C -1.75198 -0.12384 2.13906 0.21 0.20 -0.47 0.757
C -2.39828 -0.85174 1.13529 -0.25 0.10 -0.34 0.285
C -3.26363 -2.04754 1.48351 0.13 0.35 0.40 -1.949
C -2.43941 -3.23011 2.00158 -0.13 0.32 -0.53 0.698
F -2.84942 -3.61940 3.26881 -0.31 -0.01 0.19 -0.418
C -2.20442 -0.44459 -0.19369 0.14 -0.07 0.27 0.398
O -2.76715 -1.11166 -1.24148 0.04 0.15 -0.06 -0.594
C -1.86311 -0.41286 3.59734 0.23 0.16 -0.23 -0.105
O -2.87982 -0.74520 4.14348 -0.58 -0.45 0.28 -0.556
C -0.60144 -0.20866 4.35486 0.65 0.41 -0.01 0.467
C -0.23602 -1.05498 5.38567 -0.29 0.12 0.23 -0.908
C 0.97171 -0.86986 6.02616 0.27 0.35 -0.12 -0.680
C 1.85319 0.14897 5.65385 -0.19 0.49 -0.09 0.398
C 3.20662 0.24266 6.32249 -0.51 -0.56 -0.46 -1.580
C 4.15411 -0.85480 5.77436 -0.17 0.26 -0.38 -0.485
C 3.77142 -1.25153 4.35965 0.45 -0.37 -0.08 -0.220
I 5.25962 -2.53316 3.46883 -0.11 0.07 0.07 0.011
C 1.48058 1.03491 4.62232 -0.46 -0.45 -0.11 0.338
S 2.57652 2.34487 4.10542 0.21 0.23 0.20 -0.170
C 0.23961 0.84898 3.99107 0.20 -0.10 0.13 0.775
C -0.28160 1.72289 2.88346 -0.07 -0.39 0.13 -0.878
O -0.20872 2.92062 2.88095 0.28 0.64 -0.03 -0.558
H 3.77759 -1.45525 -0.28200 -0.12 -0.11 0.14 0.257
H 5.22678 -0.45256 -0.42439 0.14 -0.07 0.02 0.304
H 3.83694 0.15834 0.47741 -0.06 0.04 0.08 0.033
H 1.61558 0.02358 -1.47681 0.04 -0.22 0.05 0.246
H 2.37307 1.33977 -0.57620 -0.03 -0.06 0.18 0.075
H 2.36585 2.72183 -2.35687 0.18 0.15 -0.08 0.323
H 3.04017 1.50002 -3.41923 0.12 -0.12 -0.04 0.419
H 0.88850 2.24014 -4.22590 -0.07 -0.20 -0.35 0.277
H 0.73070 0.54607 -3.66971 -0.13 -0.06 -0.27 0.391
H -0.78412 2.83698 -2.97605 -0.08 0.04 0.15 -1.820
H 0.21241 2.54606 -1.58574 -0.14 0.04 0.24 0.238
H -2.25472 1.17330 -2.42348 -0.16 0.07 -0.01 0.558
H -0.96130 0.03766 -2.50585 -0.09 -0.16 -0.11 0.362
H -0.18636 2.22239 0.27541 0.03 0.07 -0.03 0.685
H -3.91290 -2.34757 0.66699 -0.08 -0.09 -0.13 0.576
H -3.92506 -1.73256 2.28552 -0.14 -0.09 0.10 0.435
H -1.39089 -2.95399 2.06532 -0.12 -0.16 -0.03 -0.150
H -2.56260 -4.10231 1.36570 0.12 -0.13 -0.14 0.329
H -3.39840 -1.76156 -0.92538 -0.02 -0.10 0.07 0.248
H -0.89936 -1.86141 5.66393 -0.07 0.13 0.07 0.989
H 1.28927 -1.54404 6.80874 -0.06 -0.11 0.14 0.463
H 3.05396 0.12811 7.39151 0.22 0.08 0.17 0.382
H 3.63336 1.20654 6.09286 0.13 0.21 0.25 0.392
H 4.12258 -1.75815 6.37618 0.18 0.00 0.26 0.406
H 5.15772 -0.44405 5.74395 0.25 -0.18 0.28 0.495
H 2.86864 -1.84600 4.35123 -0.15 0.06 -0.19 -0.189
H 3.69893 -0.41461 3.67886 -0.10 0.13 -0.04 0.304
H 2.84558 1.94188 2.85429 -0.21 -0.16 0.01 0.100
C -2.26131 6.22374 -9.02933 0.08 0.08 0.06 -0.721
O -2.14966 7.14632 -7.96269 -0.07 -0.17 -0.08 -0.348
C -3.38860 7.47271 -7.34334 0.05 0.26 0.10 -0.806
C -3.43092 6.95485 -5.92212 0.11 -0.21 -0.06 -0.176
N -3.50782 5.49923 -5.89654 0.06 0.12 0.09 -0.316
C -3.34202 4.91160 -4.57082 -0.03 -0.13 -0.19 -0.925
C -1.99000 5.07312 -3.88428 -0.08 -0.08 0.22 -0.484
O -0.93047 4.38085 -4.52557 -0.06 0.29 -0.15 -0.400
C -0.27550 5.10046 -5.55783 0.11 -0.24 0.02 -0.710
H -1.27874 6.13704 -9.48996 0.01 0.02 0.03 0.243
H -2.57227 5.23304 -8.68033 -0.07 0.00 -0.06 0.301
H -2.97051 6.57622 -9.78397 -0.03 -0.04 -0.01 0.347
H -4.23266 7.08935 -7.92313 0.02 -0.09 0.01 0.408
H -3.46365 8.56372 -7.32113 -0.01 -0.01 -0.02 0.400
H -4.30982 7.36632 -5.41778 0.00 -0.01 0.03 0.369
H -2.53618 7.33178 -5.40781 -0.05 0.14 0.02 0.181
H -2.79316 5.12494 -6.50695 -0.01 -0.02 -0.04 0.108
H -3.53630 3.84013 -4.66788 0.00 0.00 0.06 0.444
H -4.11768 5.31381 -3.91194 0.01 0.05 0.01 0.407
H -2.07889 4.62781 -2.88867 0.02 0.00 0.00 0.327
H -1.71984 6.12345 -3.72844 0.01 0.03 -0.12 0.391
H -0.27420 6.17572 -5.36677 -0.06 0.02 -0.02 0.337
H -0.72542 4.90271 -6.53409 -0.03 0.13 -0.02 0.208
H 0.75747 4.75264 -5.59621 0.00 0.00 0.04 0.329
C -0.09241 -4.04698 4.38780 -0.01 -0.17 0.12 -0.731
O 0.14991 -3.82174 3.00736 0.50 -0.17 0.49 -0.032
C 1.54008 -3.79809 2.68339 0.00 0.19 -0.27 -0.859
C 1.92319 -4.98862 1.83445 -0.14 -0.19 0.13 -0.397
N 1.86367 -6.22388 2.60561 -0.03 0.07 -0.15 -0.272
C 2.01423 -7.43772 1.80859 -0.02 -0.01 0.22 -0.710
C 0.92408 -7.75804 0.79122 0.14 -0.18 -0.12 -0.461
O -0.33048 -8.06959 1.36876 -0.01 0.15 -0.03 -0.460
C -1.17444 -6.96419 1.63079 -0.08 -0.21 0.09 -0.605
H -1.16155 -3.94225 4.56505 0.11 -0.01 -0.09 0.213
H 0.21337 -5.05329 4.69188 0.07 0.01 0.02 0.492
H 0.43640 -3.31129 5.00187 0.09 -0.29 -0.11 -0.005
H 2.15040 -3.75078 3.58930 -0.02 -0.14 0.01 0.253
H 1.72355 -2.88539 2.10900 0.02 0.06 0.00 0.305
H 2.94256 -4.84748 1.46346 0.00 -0.01 0.00 0.498
H 1.24445 -5.00799 0.97002 0.07 0.11 -0.09 0.163
H 0.97533 -6.26462 3.08778 0.00 -0.01 0.05 0.088
H 2.06943 -8.27597 2.50744 0.01 -0.03 -0.04 0.377
H 2.97674 -7.39654 1.28931 -0.01 0.04 -0.03 0.396
H 1.23601 -8.65801 0.25454 -0.02 0.00 0.01 0.364
H 0.81258 -6.97037 0.03656 -0.04 0.09 0.07 0.322
H -1.02204 -6.15606 0.91036 0.06 0.04 0.00 0.256
H -1.03338 -6.57864 2.64476 0.01 0.13 -0.04 0.216
H -2.20524 -7.31116 1.55116 0.01 -0.01 -0.02 0.379
```
Positions in Å, forces in eV/Å.

- lowest unoccupied orbital energy (eV) = -0.623
- frontier orbital gap (eV) = 8.162
- E_tot (hartree) = -2951.7079
- SMILES = COCCCCCc1cc2c(c(CCF)c1O)C(=O)c1ccc(CCCI)c(S)c1C2=O.COCCNCCOC.COCCNCCOC

---

# 2
Computed, not measured: a cluster of 7 separate species, C4H20NO7S in total, with ωB97M-V with the def2-TZVPD basis set.

```
33
Properties=species:S:1:pos:R:3:forces:R:3:mulliken_charge:R:1
C 0.65633 0.89831 -1.48287 0.12 -0.86 -0.02 -0.647
C 0.40390 1.45513 -0.10082 -0.80 0.86 0.26 -0.713
S -1.02348 2.64109 -0.16753 -0.13 -0.47 0.48 -0.549
C 2.01206 0.32693 -1.78311 1.73 -0.46 -0.91 0.256
N 2.44919 -0.83768 -1.19309 -1.09 0.65 0.83 -0.107
C 1.65990 -1.49662 -0.16035 -0.16 -1.52 -1.28 -0.568
O 2.77130 0.84616 -2.60864 -0.58 0.03 0.24 -0.727
H -0.11802 0.18065 -1.75624 0.12 -0.33 0.43 0.400
H 0.48819 1.62598 -2.23862 0.19 1.10 -0.35 0.387
H 0.25453 0.66768 0.64422 -0.15 -0.09 -0.17 0.293
H 1.19193 2.09377 0.28979 0.37 0.00 -0.43 0.394
H 3.26252 -1.25520 -1.61226 0.10 0.16 0.22 0.235
H 1.85947 -1.24147 0.87699 -0.08 0.55 -0.08 0.167
H 1.78134 -2.58114 -0.24003 0.55 -0.05 0.05 0.375
H 0.62731 -1.46987 -0.50787 -0.14 0.59 0.85 0.194
H -1.55768 -2.36616 2.26450 0.15 0.38 0.18 0.229
H -1.21133 -1.05416 3.06476 0.02 0.35 0.28 0.274
O -1.32093 -1.42984 2.19134 0.00 -1.02 -0.44 -0.557
H -2.19062 -0.44490 1.04474 0.15 0.34 0.03 0.466
H -2.34430 0.92457 0.23627 0.47 0.41 0.21 0.101
O -2.68416 0.00874 0.34341 -0.64 -0.49 -0.36 -0.791
H -1.99545 1.36094 2.78205 0.30 -0.03 0.00 0.331
H -0.51469 1.51939 2.60954 0.12 0.24 -0.38 0.258
O -1.15313 1.09139 3.18293 -0.49 -0.03 0.38 -0.668
H 2.40405 1.64246 2.16534 0.38 -0.02 0.38 0.354
H 2.64467 1.33695 0.77263 0.60 -0.22 -0.21 0.305
O 3.13768 1.34963 1.60709 -0.66 0.12 0.02 -0.689
H -1.73238 -1.98645 -0.48592 0.08 -0.03 -0.03 0.264
H -1.42534 -1.80330 -1.93772 0.01 -0.12 -0.14 0.456
O -1.20849 -2.38552 -1.19406 -0.20 -0.15 0.10 -0.731
H -2.58729 0.64106 -2.76528 0.12 0.15 0.03 0.315
H -2.31189 -0.08533 -1.43094 -0.19 0.14 -0.35 0.396
O -2.22516 -0.17319 -2.41025 -0.25 -0.17 0.19 -0.702
```
Positions in Å, forces in eV/Å.

- energy above the lowest of the compared OMol25 structures with the same formula, charge and spin (kcal per mole) = 10.96
- lowest unoccupied orbital energy (eV) = 2.625
- frontier orbital gap (eV) = 6.475
- E_tot (hartree) = -1144.1084
- total charge = -1

---

# 3
Computed, not measured: a structure of composition C5H7NO, with ωB97M-V with the def2-TZVPD basis set.

```
14
Properties=species:S:1:pos:R:3:forces:R:3:mulliken_charge:R:1
C 0.19677 -1.40362 1.22036 0.01 -0.04 -0.05 -1.091
C -0.18083 -0.23602 0.35599 0.31 -0.22 0.09 0.546
N -1.62416 0.11767 0.30044 -0.12 0.25 0.15 -0.605
C -0.93693 -0.11623 -0.93726 -0.25 -0.26 -0.20 -0.103
C -0.07125 1.06910 -1.33581 0.06 -0.02 0.09 -0.783
C 0.70369 0.81440 -0.26503 -0.24 0.02 -0.19 0.299
O 1.93312 1.20645 0.10235 -0.01 0.24 -0.08 -0.511
H 1.21507 -1.74930 1.01615 -0.15 0.05 -0.02 0.309
H -0.50588 -2.22738 1.06607 0.13 0.09 0.00 0.317
H 0.13821 -1.12120 2.28023 0.06 -0.03 -0.24 0.262
H -1.79034 1.11646 0.41308 0.10 -0.08 0.12 0.319
H -1.12360 -0.98069 -1.56487 -0.26 0.15 0.10 0.339
H -0.26519 1.95048 -1.93229 0.19 -0.29 -0.24 0.350
H 2.31132 1.55989 -0.71939 0.17 0.13 0.46 0.353
```
Positions in Å, forces in eV/Å.

- energy above the lowest of the compared OMol25 structures with the same formula, charge and spin (kcal per mole) = 80.98
- lowest unoccupied orbital energy (eV) = 0.754
- frontier orbital gap (eV) = 8.879
- E_tot (hartree) = -324.5954

---

# 4
Computed, not measured: a cluster of 2 separate species, C7H14N5O in total, with ωB97M-V with the def2-TZVPD basis set.

```
27
Properties=species:S:1:pos:R:3:forces:R:3:mulliken_charge:R:1
C 2.96070 -0.68852 -0.97325 1.46 0.29 0.39 -0.071
C 1.83060 -1.42981 -0.57924 -1.55 2.75 1.63 0.229
C 0.04189 -2.23332 0.14989 0.77 -0.68 -1.94 0.571
C 1.90707 0.58749 0.66417 1.62 1.91 0.67 -0.416
C -0.90897 -3.31540 0.40918 0.45 -0.81 2.83 -0.956
C -2.00559 1.27777 -0.90881 3.26 1.37 -0.98 -0.933
C -1.55351 1.80543 0.44821 -4.46 1.36 0.68 -0.406
N 1.09064 -2.47706 -0.72254 -0.03 0.07 -0.04 -0.573
N 3.08740 0.42399 -0.25070 0.01 -2.07 -1.49 0.597
N 0.13347 -1.08287 0.76678 -2.13 -1.55 2.12 -1.107
N 4.08287 1.35388 -0.31688 -2.26 1.61 2.30 -0.828
N 1.17768 -0.52690 0.34220 2.41 -3.19 -2.07 1.011
O -1.18732 0.74316 1.26984 -0.02 0.65 0.47 -0.511
H 3.68877 -1.10195 -1.67113 0.11 0.75 0.13 0.453
H 2.21616 0.85662 1.70687 -0.12 -1.08 -0.64 0.347
H 1.34424 1.41174 0.33720 -0.55 1.66 -0.63 0.417
H -0.31430 -4.20383 0.12356 -0.67 0.12 0.48 0.282
H -1.88466 -3.40636 -0.06383 0.11 0.66 -0.11 0.273
H -1.00959 -3.24061 1.57710 -0.29 -0.74 -2.15 0.274
H -1.08996 1.02775 -1.52123 -0.67 0.55 0.19 0.196
H -2.39149 0.31382 -0.79405 -1.54 -1.22 0.23 0.311
H -2.59940 2.01246 -1.44761 -0.22 -0.37 -0.06 0.356
H -2.57324 2.15849 0.93379 1.85 0.28 -0.92 0.288
H -0.90088 2.69354 0.45254 0.21 -0.75 0.03 0.377
H 4.91121 1.24771 -0.86626 0.09 -0.22 -0.09 0.228
H 3.84602 2.13371 0.35219 1.28 -1.10 -1.53 0.272
H -2.01013 0.22202 1.24989 0.88 -0.25 0.51 0.319
```
Positions in Å, forces in eV/Å.

- energy above the lowest of the compared OMol25 structures with the same formula, charge and spin (kcal per mole) = 75.09
- lowest unoccupied orbital energy (eV) = -5.011
- frontier orbital gap (eV) = 7.383
- E_tot (hartree) = -623.7414
- total charge = +1

---

# 5
Computed, not measured: the molecule C19H25N5O4S, with ωB97M-V with the def2-TZVPD basis set.

```
54
Properties=species:S:1:pos:R:3:forces:R:3:mulliken_charge:R:1
C 0.87080 4.81058 6.45863 -0.18 -0.37 -0.08 -1.038
C 0.31895 3.40964 6.70821 0.22 0.26 0.24 -0.430
O -0.45093 2.92632 5.62684 -0.17 -0.07 -0.17 -0.463
C 0.16902 2.49167 4.49365 0.01 -0.09 -0.22 0.647
C 1.54041 2.34560 4.31795 -0.29 0.11 0.31 -0.207
C 2.05074 1.87429 3.12044 0.08 -0.09 -0.23 -0.845
C 1.20087 1.54048 2.07489 0.11 0.13 0.40 0.328
N 1.65655 1.07931 0.83343 -0.34 0.07 -0.19 0.016
C 2.90974 0.74771 0.46437 -0.02 -0.15 -0.52 0.755
O 3.90735 0.79690 1.14913 0.29 0.07 0.23 -0.666
C 2.97533 0.29886 -1.01168 0.17 0.14 0.29 -0.944
C 1.94620 -0.71941 -1.31087 -0.22 -0.17 -0.22 0.442
N 0.65718 -0.50587 -1.28280 0.56 0.83 0.00 -0.781
N 0.02488 -1.66290 -1.55033 -0.27 -0.78 0.00 -0.143
C 0.94495 -2.56862 -1.74373 0.02 -0.01 0.11 0.309
S 0.65235 -4.22563 -2.16158 -0.05 -0.49 0.01 -0.278
C -1.09869 -4.02564 -2.60488 0.46 0.18 0.17 -0.437
C -1.17970 -2.92277 -3.65607 -0.23 -0.13 -0.07 0.548
O -0.39966 -2.92426 -4.58973 0.21 -0.11 -0.15 -0.666
N -2.13653 -1.98306 -3.52564 -0.37 0.17 -0.27 0.164
C -3.07998 -1.79517 -2.44619 -0.32 0.09 0.04 -0.365
C -4.45213 -1.44085 -3.03839 0.12 -0.23 0.28 -0.755
O -4.39381 -0.31345 -3.87429 -0.09 0.16 0.05 -0.378
C -3.48922 -0.52621 -4.93493 0.36 0.02 -0.07 -0.604
C -2.08862 -0.82764 -4.40652 -0.17 0.04 -0.36 -0.691
N 2.19249 -2.03296 -1.59849 -0.84 0.35 0.05 0.085
C 3.45534 -2.70260 -1.72035 0.49 -0.11 -0.01 -0.916
C -0.17537 1.68208 2.24964 0.16 0.00 0.04 -0.504
C -0.68264 2.14980 3.44020 0.10 0.09 0.20 -0.706
H 1.54603 4.81566 5.60654 0.08 0.06 -0.04 0.343
H 1.40797 5.15527 7.33798 0.08 0.06 0.09 0.351
H 0.05297 5.49635 6.25194 -0.05 0.08 0.00 0.300
H -0.38111 3.43186 7.54840 0.16 -0.06 -0.07 0.313
H 1.12731 2.70964 6.95347 -0.11 0.01 0.00 0.333
H 2.23499 2.59039 5.10566 0.03 0.05 0.09 0.347
H 3.11527 1.76401 2.99859 0.03 -0.01 -0.01 0.488
H 0.92521 0.87862 0.15262 0.18 -0.01 0.11 0.148
H 2.80047 1.18566 -1.62574 0.06 -0.09 -0.05 0.331
H 3.97728 -0.07930 -1.20973 -0.04 0.11 0.07 0.366
H -1.63971 -3.82393 -1.68652 -0.08 -0.04 -0.12 0.303
H -1.40333 -4.97904 -3.03645 -0.01 0.05 0.02 0.388
H -3.18930 -2.69556 -1.84702 0.02 0.05 0.01 0.347
H -2.72519 -0.97824 -1.80661 -0.04 -0.09 0.04 0.212
H -5.15457 -1.19541 -2.24020 0.04 -0.09 -0.02 0.369
H -4.83305 -2.30640 -3.60448 0.02 0.06 0.07 0.372
H -3.48760 0.39076 -5.52548 0.03 -0.08 -0.02 0.350
H -3.83622 -1.36274 -5.56082 0.04 0.07 0.03 0.334
H -1.40156 -1.04959 -5.22322 -0.08 0.08 0.10 0.432
H -1.71709 0.03179 -3.83583 0.02 -0.01 -0.03 0.259
H 3.27135 -3.74632 -1.96988 0.09 0.07 -0.01 0.313
H 4.04941 -2.24437 -2.51313 -0.02 -0.10 0.04 0.341
H 4.00409 -2.64684 -0.77839 -0.01 -0.07 -0.08 0.351
H -0.84401 1.42064 1.44217 -0.10 -0.03 -0.09 0.418
H -1.74545 2.26092 3.58517 -0.13 0.01 0.01 0.413
```
Positions in Å, forces in eV/Å.

- energy above the lowest of the compared OMol25 structures with the same formula, charge and spin (kcal per mole) = 6.17
- lowest unoccupied orbital energy (eV) = 0.534
- frontier orbital gap (eV) = 8.330
- E_tot (hartree) = -1711.9544
- SMILES = CCOc1ccc(NC(=O)Cc2nnc(SCC(=O)N3CCOCC3)n2C)cc1

---

no.,maximum force (eV/A)
1,0.885
2,2.012
3,0.507
4,4.714
5,1.004